Entry 1:
Formula: C21H23NO4
Source: the OMol25 dataset
Level of theory: ωB97M-V/def2-TZVPD

Structure (XYZ):
```
49
Properties=species:S:1:pos:R:3
C 2.117 -5.678 3.555
C 1.427 -5.375 2.259
C 1.568 -4.148 1.632
C 0.933 -3.865 0.432
C 0.134 -4.829 -0.168
O -0.537 -4.686 -1.353
C -0.476 -3.452 -2.026
C -1.344 -2.373 -1.368
C -0.885 -0.986 -1.737
O 0.209 -0.695 -2.141
O -1.880 -0.098 -1.577
C -1.488 1.260 -1.629
C -0.720 1.581 -0.342
O -0.422 0.692 0.429
N -0.411 2.875 -0.092
C -0.694 4.066 -0.766
C -1.086 4.295 -2.074
C -1.288 5.607 -2.487
C -1.101 6.672 -1.627
C -0.689 6.445 -0.320
C -0.484 5.150 0.097
C -0.037 4.658 1.440
C 0.274 3.180 1.177
C 1.769 2.918 1.022
C -0.015 -6.069 0.456
C 0.623 -6.333 1.648
H 1.395 -5.988 4.309
H 2.830 -6.492 3.424
H 2.652 -4.806 3.923
H 2.185 -3.384 2.084
H 1.078 -2.893 -0.012
H -0.840 -3.665 -3.035
H 0.557 -3.092 -2.102
H -2.398 -2.488 -1.618
H -1.253 -2.449 -0.280
H -0.833 1.419 -2.493
H -2.404 1.848 -1.707
H -1.219 3.500 -2.786
H -1.593 5.790 -3.506
H -1.265 7.681 -1.972
H -0.527 7.268 0.359
H 0.839 5.195 1.803
H -0.837 4.779 2.175
H -0.130 2.517 1.947
H 1.934 1.878 0.754
H 2.182 3.555 0.242
H 2.283 3.122 1.958
H -0.637 -6.810 -0.020
H 0.498 -7.299 2.117
```

Its strongest force on any atom is 0.0134 Eh/bohr. The SMILES is Cc1ccc(OCCC(=O)OCC(=O)N2c3ccccc3C[C@@H]2C)cc1. As for the HOMO energy: -0.298 hartree. The value obtained for the gap between HOMO and LUMO is 8.81 eV. Its calculated total energy is -31831.24828 eV. As for the energy relative to the best compared isomer or geometry (same formula, charge and spin): 141.9 kJ/mol.


Entry 2:
Formula: C4H4OS
Source: the OMol25 dataset
Level of theory: ωB97M-V/def2-TZVPD

Structure (XYZ):
```
10
Properties=species:S:1:pos:R:3
C -2.164 -0.135 0.028
C -0.801 0.174 -0.008
C 0.416 0.504 -0.086
C 1.903 0.663 -0.095
H -2.308 -1.154 -0.829
H -2.524 -0.513 0.989
H -2.972 0.807 -0.175
H 3.593 -0.870 0.145
O 2.567 1.669 0.033
S 2.290 -1.145 -0.002
```

Its strongest force on any atom is 0.1360 Eh/bohr. As for the HOMO energy: -0.360 hartree. The value obtained for the gap between HOMO and LUMO is 9.81 eV. Its calculated total energy is -17091.91439 eV. As for the energy relative to the best compared isomer or geometry (same formula, charge and spin): 311.7 kJ/mol.


Entry 3:
Formula: C19H39Br16ClP
Source: the OMol25 dataset
Level of theory: ωB97M-V/def2-TZVPD

Structure (XYZ):
```
76
Properties=species:S:1:pos:R:3
C 4.112 4.793 -0.159
P 2.426 4.251 -0.784
C 1.246 5.512 -0.018
C 1.888 2.655 0.006
Cl 3.043 1.289 -0.435
H 4.870 3.993 -0.311
H 4.496 5.672 -0.732
H 4.095 5.130 0.907
H 0.821 5.088 0.926
H 0.398 5.617 -0.723
H 1.748 6.465 0.230
H 1.943 2.797 1.119
Br -0.935 0.698 -4.360
C -1.544 0.054 -2.616
C -1.519 1.171 -1.591
Br 0.367 1.615 -0.911
H -0.909 -0.789 -2.348
H -2.563 -0.309 -2.791
H -2.070 0.869 -0.699
H -1.931 2.104 -1.976
Br 9.013 0.146 1.339
C 7.653 -0.925 0.441
C 6.787 -0.079 -0.457
Br 5.479 0.957 0.556
H 7.090 -1.437 1.216
H 8.211 -1.657 -0.141
H 6.191 -0.712 -1.116
H 7.356 0.629 -1.055
Br 0.085 8.520 1.509
C -1.644 8.894 0.703
C -2.299 7.646 0.167
Br -1.509 7.074 -1.519
H -1.478 9.649 -0.061
H -2.242 9.320 1.508
H -3.345 7.841 -0.065
H -2.234 6.800 0.847
Br 9.555 -4.040 -1.178
C 8.179 -5.093 -2.066
C 7.315 -4.236 -2.955
Br 6.035 -3.195 -1.921
H 7.618 -5.603 -1.288
H 8.723 -5.828 -2.658
H 6.708 -4.860 -3.611
H 7.884 -3.532 -3.555
Br -5.043 0.039 -0.673
C -5.114 -1.315 0.724
C -4.075 -1.061 1.783
Br -2.301 -1.580 1.172
H -5.003 -2.280 0.238
H -6.117 -1.237 1.145
H -4.266 -1.677 2.662
H -4.014 -0.017 2.082
Br -2.749 -5.415 1.709
C -1.543 -4.627 3.019
C -1.659 -5.316 4.353
Br -3.271 -4.765 5.300
H -1.771 -3.566 3.061
H -0.545 -4.764 2.605
H -0.835 -5.028 5.004
H -1.694 -6.398 4.275
Br -6.162 -6.953 2.573
C -6.244 -8.305 3.971
C -5.203 -8.061 5.032
Br -3.434 -8.598 4.423
H -6.141 -9.272 3.486
H -7.245 -8.219 4.392
H -5.400 -8.674 5.910
H -5.132 -7.018 5.330
Br -4.769 2.600 -6.829
C -3.800 3.958 -5.819
C -3.456 3.476 -4.436
Br -5.014 3.520 -3.263
H -4.418 4.852 -5.821
H -2.894 4.144 -6.394
H -2.729 4.141 -3.970
H -3.072 2.460 -4.416
```

Its strongest force on any atom is 0.0869 Eh/bohr. As for the HOMO energy: -0.073 hartree. The value obtained for the gap between HOMO and LUMO is 3.55 eV. The total charge is -1. Its calculated total energy is -1162824.44038 eV. As for the energy relative to the best compared isomer or geometry (same formula, charge and spin): 0.0 kJ/mol.


Entry 4:
Formula: C9H17NO3S
Source: the OMol25 dataset
Level of theory: ωB97M-V/def2-TZVPD

Structure (XYZ):
```
31
Properties=species:S:1:pos:R:3
C 2.238 -2.493 3.065
C 1.635 -1.681 1.924
O 2.310 -0.875 1.324
S 0.048 -2.164 1.231
C -0.715 -0.599 0.584
C -2.205 -0.828 0.771
C -2.938 0.422 0.301
O -2.864 1.391 1.078
O -3.379 0.451 -0.859
C -0.372 -0.402 -0.918
N 0.234 0.956 -1.253
C 1.560 1.186 -0.689
C 0.327 0.977 -2.750
C -0.690 2.056 -0.889
H 2.460 -3.490 2.724
H 1.513 -2.506 3.870
H 3.172 -2.023 3.486
H -0.401 0.242 1.176
H -2.579 -1.688 0.185
H -2.432 -1.014 1.798
H 0.361 -1.190 -1.207
H -1.312 -0.503 -1.484
H 1.905 2.137 -1.068
H 1.520 1.228 0.412
H 2.274 0.431 -1.003
H -0.640 0.880 -3.260
H 1.008 0.194 -3.110
H 0.748 1.924 -3.057
H -1.690 1.836 -1.254
H -0.372 2.933 -1.351
H -0.725 2.209 0.223
```

Its strongest force on any atom is 0.0442 Eh/bohr. The SMILES is CC(=O)S[C@H](CC(=O)[O-])C[N+](C)(C)C. As for the HOMO energy: -0.289 hartree. The value obtained for the gap between HOMO and LUMO is 8.05 eV. Its calculated total energy is -28075.09921 eV. As for the energy relative to the best compared isomer or geometry (same formula, charge and spin): 25.8 kJ/mol.


Entry 5:
Formula: C35H26F2N6O8Ti
Source: the OMol25 dataset
Level of theory: ωB97M-V/def2-TZVPD

Structure (XYZ):
```
78
Properties=species:S:1:pos:R:3
Ti 0.535 0.658 0.823
O -1.012 -2.884 -0.392
C -0.257 -2.142 0.195
O -0.575 -0.906 0.512
C 1.153 -2.586 0.510
C 1.394 -3.951 0.513
C 2.663 -4.430 0.771
C 3.727 -3.584 1.012
C 3.480 -2.231 1.015
C 2.212 -1.692 0.755
O 2.059 -0.377 0.684
N 4.611 -1.337 1.293
O 5.679 -1.632 0.800
O 4.420 -0.399 2.041
N 2.899 -5.882 0.777
O 1.946 -6.604 0.572
O 4.025 -6.262 1.027
H 0.579 -4.630 0.307
H 4.719 -3.969 1.191
F 4.312 4.273 2.448
C 3.038 4.051 2.093
C 2.637 2.767 1.771
C 1.314 2.544 1.406
C 0.408 3.622 1.353
C 0.872 4.891 1.686
F 0.050 5.961 1.646
C 2.177 5.131 2.060
C -0.974 3.305 0.945
C -2.047 4.196 0.897
C -3.288 3.746 0.489
C -3.463 2.415 0.133
C -2.370 1.581 0.210
N -1.166 2.013 0.601
H 3.362 1.962 1.819
H 2.509 6.127 2.315
H -1.906 5.225 1.179
H -4.122 4.435 0.453
H -4.422 2.030 -0.183
H -2.436 0.525 -0.026
C -2.267 -3.462 -4.716
C -2.810 -2.074 -5.021
N -2.180 -1.038 -4.197
C -3.020 -0.378 -3.204
C -3.422 -1.293 -2.056
C -0.941 -0.639 -4.569
O -0.383 -1.049 -5.575
C -0.180 0.298 -3.671
C 0.660 1.246 -4.238
C 1.434 2.042 -3.411
C 1.359 1.850 -2.043
N 0.569 0.922 -1.492
C -0.181 0.163 -2.294
H -2.774 -4.207 -5.330
H -2.413 -3.719 -3.666
H -1.202 -3.505 -4.938
H -3.883 -2.028 -4.828
H -2.646 -1.828 -6.070
H -3.915 -0.011 -3.715
H -2.500 0.504 -2.832
H -3.992 -2.149 -2.421
H -4.062 -0.753 -1.355
H -2.558 -1.685 -1.515
H 0.708 1.332 -5.316
H 2.096 2.796 -3.813
H 1.947 2.450 -1.358
H -0.795 -0.586 -1.810
N -0.644 -0.473 8.134
C -0.462 -0.290 7.014
C -0.240 -0.060 5.612
C 1.054 -0.082 5.097
C 1.259 0.151 3.746
C 0.189 0.400 2.882
C -1.101 0.400 3.419
C -1.322 0.181 4.769
H 1.890 -0.275 5.756
H 2.275 0.139 3.368
H -1.962 0.562 2.781
H -2.325 0.187 5.175
```

Its strongest force on any atom is 0.0111 Eh/bohr. As for the HOMO energy: -0.338 hartree. The value obtained for the gap between HOMO and LUMO is 7.79 eV. Its calculated total energy is -90585.50807 eV. As for the energy relative to the best compared isomer or geometry (same formula, charge and spin): 0.0 kJ/mol.


Entry 6:
Formula: C22H42GeIrN3O2
Source: the OMol25 dataset
Level of theory: ωB97M-V/def2-TZVPD

Structure (XYZ):
```
71
Properties=species:S:1:pos:R:3
Ir -0.029 0.698 -0.902
C -3.251 -2.838 -0.869
O -3.474 -1.548 -1.534
C -2.560 -0.655 -1.428
O -1.480 -0.804 -0.806
N -2.801 0.512 -2.050
N -1.790 1.477 -1.932
H -4.116 -3.431 -1.137
H -3.197 -2.674 0.203
H -2.334 -3.281 -1.244
H -3.663 0.706 -2.540
H -2.133 2.286 -1.416
H -1.486 1.787 -2.854
C 1.077 -0.059 -3.875
C 1.663 1.358 -3.921
C 0.665 2.516 -3.769
C 2.855 1.515 -3.007
C 4.095 1.724 -3.567
C 5.238 1.806 -2.777
C 5.169 1.659 -1.402
C 3.964 1.427 -0.761
C 3.960 1.341 0.747
C 3.272 2.566 1.357
C 3.432 0.005 1.281
C 2.797 1.379 -1.583
N 1.596 1.160 -0.989
H 0.220 -0.144 -4.545
H 0.783 -0.419 -2.878
H 1.826 -0.778 -4.209
H 2.062 1.457 -4.931
H 0.406 2.740 -2.732
H -0.239 2.314 -4.354
H 1.098 3.434 -4.166
H 4.176 1.815 -4.642
H 6.199 1.977 -3.247
H 6.071 1.726 -0.808
H 5.011 1.396 1.037
H 2.227 2.637 1.054
H 3.767 3.487 1.048
H 3.309 2.514 2.446
H 2.397 -0.180 0.995
H 3.489 0.003 2.370
H 4.030 -0.830 0.913
C -4.663 -1.301 3.110
C -3.643 -0.170 3.108
C -3.448 0.425 1.716
C -2.348 1.488 1.667
Ge -0.478 0.907 1.665
C -0.005 -0.763 2.539
C -0.606 -2.050 1.973
C -0.299 -3.271 2.833
C -0.933 -4.533 2.263
H -4.820 -1.695 4.113
H -4.333 -2.131 2.479
H -5.630 -0.962 2.733
H -2.688 -0.538 3.497
H -3.961 0.624 3.788
H -4.393 0.873 1.396
H -3.243 -0.389 1.009
H -2.396 2.110 2.569
H -2.490 2.198 0.847
H 0.437 2.083 1.998
H -0.346 -0.598 3.570
H 1.082 -0.840 2.590
H -0.226 -2.220 0.961
H -1.692 -1.948 1.885
H -0.664 -3.096 3.849
H 0.784 -3.398 2.913
H -2.022 -4.440 2.222
H -0.707 -5.406 2.874
H -0.568 -4.737 1.253
```

Its strongest force on any atom is 0.0070 Eh/bohr. As for the HOMO energy (alpha / beta): -0.551 / -0.551 hartree. The value obtained for the gap between HOMO and LUMO (alpha / beta) is 6.93 / 6.93 eV. The total charge is +2. Its calculated total energy is -91399.15261 eV. As for the energy relative to the best compared isomer or geometry (same formula, charge and spin): 0.0 kJ/mol.